# 1
ORCA calculation (the ωB97M-V functional and the def2-TZVPD basis) on C24H28ClN3O2 in the gas phase.

SMILES = Cc1c(C)n(Cc2ccc(Cl)cc2)c2ccc(C(=O)NCCN3CCOCC3)cc12
Orbital gap = 8.48 eV
Relative energy (zero: lowest compared OMol25 entry of this formula, charge and spin) = 21.05 kcal per mole

```
! RIJCOSX wB97M-V def2-TZVPD def2/J DEFGRID3
* xyz 0 1
C -2.42835 -0.53075 -2.55063
C -2.54468 0.23911 -1.27834
C -3.34461 1.31350 -0.99803
C -4.31396 2.02848 -1.87294
N -3.14774 1.71290 0.31085
C -3.76882 2.82067 0.97858
C -2.86812 4.03159 1.09025
C -1.77829 4.20214 0.24810
C -0.97044 5.32016 0.35510
C -1.25806 6.27907 1.31174
Cl -0.25417 7.67966 1.45036
C -2.34264 6.12669 2.16129
C -3.13915 5.00320 2.04607
C -2.19402 0.91596 0.87525
C -1.64331 0.92783 2.15131
C -0.69736 -0.02602 2.44489
C -0.28033 -0.97686 1.49782
C 0.74319 -1.95965 1.94770
O 0.89430 -2.26501 3.11658
N 1.50105 -2.49649 0.95567
C 2.58851 -3.40389 1.22506
C 3.97689 -2.78098 0.94766
N 4.50389 -2.80314 -0.39204
C 5.05976 -4.03665 -0.90725
C 4.07491 -4.84208 -1.76805
O 3.52598 -4.04573 -2.79684
C 2.86273 -2.92111 -2.26208
C 3.82776 -2.05882 -1.43209
C -0.83227 -0.98915 0.22725
C -1.79468 -0.03663 -0.09315
H -3.15665 -0.19663 -3.28425
H -2.59109 -1.59163 -2.36330
H -1.43114 -0.41505 -2.97685
H -5.33454 1.91032 -1.50576
H -4.08525 3.09365 -1.91827
H -4.26950 1.62692 -2.88066
H -4.67794 3.09833 0.43660
H -4.06885 2.50277 1.98380
H -1.54795 3.45475 -0.49623
H -0.12258 5.44645 -0.29940
H -2.55634 6.87749 2.90545
H -3.98307 4.88027 2.70929
H -1.94031 1.65961 2.88719
H -0.24565 -0.06850 3.42394
H 1.40802 -2.13288 0.02221
H 2.45815 -4.32557 0.64924
H 2.51389 -3.64239 2.28900
H 4.70894 -3.29304 1.57721
H 3.94006 -1.73415 1.26832
H 5.41728 -4.64980 -0.07972
H 5.91502 -3.76727 -1.54068
H 4.58898 -5.66561 -2.26670
H 3.26373 -5.25413 -1.14710
H 2.48406 -2.35827 -3.11785
H 2.01103 -3.26226 -1.65219
H 3.30609 -1.20729 -0.99279
H 4.59893 -1.67840 -2.11493
H -0.56128 -1.73570 -0.50566
*
```

=====

# 2
ORCA calculation (the ωB97M-V functional and the def2-TZVPD basis) on 15 unconnected molecules or ions with the total composition C90H60O30.

Orbital gap = 7.70 eV
Relative energy (zero: lowest compared OMol25 entry of this formula, charge and spin) = 17.73 kcal per mole

```
! RIJCOSX wB97M-V def2-TZVPD def2/J DEFGRID3
* xyz 0 1
C 9.99018 18.59408 20.94998
C 10.61767 18.07738 19.87615
C 12.10547 17.91341 19.89153
O 12.72158 17.51840 18.92639
C 12.78045 18.37742 21.19226
C 12.14136 18.85708 22.24411
C 10.68368 18.86802 22.19356
O 10.02735 19.12414 23.15316
H 8.98961 18.89549 20.86877
H 10.11766 17.76823 18.97974
H 13.81105 18.41662 21.09225
H 12.66568 19.36277 23.05700
C 15.89638 26.89364 15.55943
C 15.89372 25.54499 15.54320
C 16.40857 24.71715 14.44215
O 16.54913 23.50712 14.53935
C 16.77001 25.40559 13.16468
C 17.00026 26.73556 13.31220
C 16.47947 27.59761 14.43182
O 16.47573 28.79624 14.33696
H 15.49940 27.54625 16.34799
H 15.48535 25.10022 16.40513
H 16.82514 24.90706 12.20877
H 17.32217 27.40606 12.53281
C 11.60229 22.74609 15.62143
C 10.48836 22.10286 16.01045
C 10.55521 20.90768 16.87976
O 9.64145 20.51593 17.48675
C 11.90026 20.31838 17.03948
C 13.02996 20.88744 16.56032
C 12.97738 22.19342 15.80783
O 13.92577 22.73668 15.26718
H 11.45968 23.74702 15.16028
H 9.54846 22.55791 15.83199
H 12.00386 19.49152 17.69725
H 13.97345 20.44215 16.90160
C 19.58838 16.20239 10.38343
C 19.69174 16.01717 11.69192
C 20.56604 14.86359 12.16495
O 20.34212 14.35546 13.25796
C 21.58410 14.18815 11.26042
C 21.39533 14.42179 9.97664
C 20.44801 15.46487 9.41180
O 20.44292 15.79462 8.25910
H 18.92839 16.96173 9.97702
H 19.11938 16.54977 12.46438
H 22.31579 13.50872 11.67569
H 21.92794 13.94403 9.15595
C 21.50432 23.56438 14.71994
C 20.71564 22.61876 14.21382
C 20.06178 22.83832 12.91224
O 19.31840 21.96404 12.46447
C 20.24148 24.08434 12.13390
C 21.06141 25.05256 12.54939
C 21.85598 24.79597 13.87473
O 22.78524 25.46063 14.20134
H 21.93194 23.52669 15.69679
H 20.49000 21.66471 14.71154
H 19.74591 24.10107 11.19247
H 21.31986 25.91813 12.00871
C 16.09963 14.05476 12.60232
C 17.21080 13.42447 12.17200
C 17.64386 13.31862 10.77393
O 18.73959 12.89635 10.43188
C 16.62670 13.68586 9.78397
C 15.45573 14.21974 10.20415
C 15.16265 14.56543 11.61195
O 14.19549 15.30355 11.89997
H 15.94129 14.27469 13.68918
H 18.06742 13.26169 12.79164
H 16.92211 13.55029 8.70842
H 14.65507 14.52222 9.51334
C 11.35823 15.19121 16.86993
C 12.53683 14.64347 16.60780
C 13.31764 15.15134 15.47203
O 14.29004 14.50062 15.15038
C 12.91602 16.34699 14.72736
C 11.74816 16.86812 14.95077
C 10.91073 16.47848 16.14913
O 10.07074 17.21418 16.66210
H 10.68025 14.90998 17.70974
H 12.93160 13.89682 17.28931
H 13.50748 16.66252 13.95955
H 11.42576 17.86562 14.58169
C 19.18648 11.42497 15.11899
C 19.33886 12.60137 15.71508
C 18.02223 13.19896 16.10172
O 18.04296 14.33345 16.56177
C 16.66911 12.62946 15.96708
C 16.57008 11.42532 15.38518
C 17.83726 10.76190 15.03530
O 17.80942 9.63791 14.53814
H 19.92294 10.80295 14.65692
H 20.26642 13.12911 15.73651
H 15.94079 13.25621 16.41039
H 15.66679 10.86111 15.16647
C 25.41138 18.84784 12.07416
C 24.67754 17.70519 12.06414
C 23.35835 17.63272 12.81806
O 22.74167 16.58314 12.84649
C 22.77594 18.83086 13.50151
C 23.59692 19.91250 13.56540
C 24.82399 20.01288 12.75973
O 25.34795 21.05703 12.67528
H 26.35605 18.91083 11.63072
H 25.01764 16.77619 11.57439
H 21.77948 18.57636 13.92340
H 23.28247 20.88547 14.02513
C 22.26192 19.61860 9.90494
C 22.06291 20.77016 10.54706
C 22.96300 21.95024 10.12302
O 22.47215 23.05470 10.31335
C 24.20898 21.80861 9.43363
C 24.41482 20.64483 8.79622
C 23.36880 19.54972 8.92583
O 23.51736 18.56193 8.25919
H 21.61626 18.75650 10.07457
H 21.27408 21.13084 11.24569
H 24.98723 22.54814 9.44920
H 25.07159 20.38625 7.97410
C 18.34766 20.78721 17.50496
C 19.41492 21.65830 17.30344
C 19.29064 23.10052 17.58530
O 20.24182 23.85830 17.52197
C 17.88221 23.55156 18.05051
C 16.82824 22.73369 18.01019
C 16.98360 21.23559 17.84808
O 16.05772 20.48112 18.11407
H 18.48057 19.73143 17.28991
H 20.38002 21.13478 17.04024
H 17.79606 24.67171 18.12245
H 15.82295 23.04103 18.25027
C 16.03714 18.04426 11.40442
C 14.74793 18.24958 11.78219
C 14.25896 19.60386 12.21608
O 13.25473 19.71419 12.84258
C 15.20482 20.76633 12.02196
C 16.47082 20.52808 11.70887
C 16.96433 19.15797 11.27718
O 18.06596 18.94645 10.75067
H 16.31829 17.02247 11.14414
H 14.04554 17.45015 11.97652
H 14.87911 21.76285 12.22638
H 17.25978 21.29391 11.58768
C 22.09043 16.63613 19.19718
C 22.21869 15.33815 19.15345
C 21.73114 14.53516 18.01631
O 21.58103 13.32435 17.99092
C 21.31718 15.46954 16.80160
C 21.21863 16.75800 16.87097
C 21.58469 17.51654 18.08537
O 21.73222 18.72205 17.99411
H 22.38533 17.17413 20.06353
H 22.66692 14.70571 19.93548
H 21.13299 14.91800 15.89918
H 20.93830 17.36717 15.98184
C 18.19017 17.37553 15.29384
C 16.86774 17.15806 15.58147
C 15.77787 18.16228 15.37922
O 14.63057 17.93747 15.71750
C 16.23895 19.49045 14.81999
C 17.56121 19.70942 14.63661
C 18.59869 18.69492 14.77066
O 19.79169 18.88023 14.52143
H 18.99561 16.63655 15.31253
H 16.50377 16.22090 15.99762
H 15.60396 20.34282 14.65447
H 17.84233 20.72450 14.33714
C 16.54244 16.50297 18.97498
C 15.62475 15.50288 18.85416
C 15.99415 14.02790 18.98878
O 15.14079 13.24434 18.64035
C 17.29457 13.64396 19.49634
C 18.19335 14.64463 19.58695
C 17.87432 16.05582 19.36244
O 18.65350 16.99502 19.49595
H 16.40560 17.56180 18.82823
H 14.59333 15.63637 18.59530
H 17.46649 12.58726 19.65755
H 19.21095 14.61622 19.89793
*
```

=====

# 3
ORCA calculation (the ωB97M-V functional and the def2-TZVPD basis) on a molecular structure, C12H18Cl2N2Sc.

Orbital gap = 3.87 eV
Relative energy (zero: lowest compared OMol25 entry of this formula, charge and spin) = 15.06 kcal per mole

```
! RIJCOSX wB97M-V def2-TZVPD def2/J DEFGRID3
* xyz -1 1
Sc 0.11324 -0.48606 -2.16389
Cl 2.11636 0.80883 -2.09369
Cl -1.75367 -1.87391 -2.18591
C -0.25742 0.02502 -4.12870
H -0.88055 -0.59700 -4.79851
H 0.30838 0.75883 -4.73525
C 0.56574 -1.15001 1.63883
C 0.98931 -1.59332 0.49660
H -0.49394 -1.14978 1.87355
C 2.43483 -1.87666 0.19363
H 0.29823 -1.98893 -0.26545
C 3.38914 -1.47104 1.34520
H 2.62007 -2.96618 0.07876
H 2.75009 -1.42097 -0.73737
C 2.85510 -0.27361 2.13939
H 3.43104 -2.29891 2.06165
H 4.40978 -1.29995 0.98978
C 1.47396 -0.66779 2.72062
H 3.59724 -0.01985 2.91390
H 2.73581 0.58595 1.45017
H 1.64774 -1.47629 3.44687
H 1.03916 0.17167 3.27127
N -3.67669 3.57640 0.81169
C -2.77391 2.70275 0.29782
C -1.81782 3.13774 -0.65969
C -0.92614 2.19388 -1.14441
N -1.04125 0.87388 -0.86659
C -1.86660 0.49569 0.14689
C -2.78066 1.34988 0.72844
H -3.66943 4.55493 0.53420
H -4.34613 3.28895 1.51846
H -1.76672 4.17794 -0.98201
H -0.06462 2.47986 -1.74035
H -1.77476 -0.52677 0.50466
H -3.47071 0.99955 1.50798
*
```

=====

# 4
ORCA calculation (the ωB97M-V functional and the def2-TZVPD basis) on a molecular structure, C49H50Cl3N11OSV.

Orbital gap (alpha / beta) = 5.70 / 6.64 eV
Relative energy (zero: lowest compared OMol25 entry of this formula, charge and spin) = 0.00 kcal per mole

```
! RIJCOSX wB97M-V def2-TZVPD def2/J DEFGRID3
* xyz 0 4
V 1.47342 0.67220 -0.40940
C 0.90112 -2.67055 1.05047
C 2.18714 -2.47001 1.85246
C 3.01446 -1.21644 1.53876
N 2.24492 0.00652 1.39983
C 1.86768 0.70886 2.44315
C 2.16488 0.31094 3.77888
C 1.66516 0.73278 4.99207
C 0.74673 1.72992 5.30072
C 0.21089 2.62028 4.38336
C 0.40571 2.75621 3.02302
C 1.17807 2.00696 2.09308
N 1.30111 2.34431 0.82999
C 0.80044 3.61632 0.34669
C -0.52412 3.49418 -0.41435
C -0.36775 2.85107 -1.79465
N 0.03500 1.45681 -1.76225
C -0.82894 0.51672 -2.08384
C -2.22102 0.75830 -2.23545
C -3.25036 -0.01746 -2.73479
C -3.24931 -1.29533 -3.26613
C -2.12670 -2.11215 -3.35580
C -0.84537 -1.92978 -2.88780
C -0.24801 -0.87230 -2.14055
N 0.88644 -1.01246 -1.49750
C 1.58648 -2.28193 -1.43309
C 1.02182 -3.22771 -0.36872
H 0.33776 -1.73801 1.02401
H 0.27154 -3.36673 1.61322
H 2.84329 -3.33974 1.72669
H 1.91850 -2.44834 2.91282
H 3.53554 -1.35825 0.59332
H 3.80257 -1.10865 2.29193
H 2.83471 -0.53469 3.84749
H 2.04020 0.17223 5.84444
H 0.45701 1.84032 6.33765
H -0.47837 3.35092 4.79796
H -0.17767 3.55165 2.58033
H 1.55074 4.01700 -0.34683
H 0.71817 4.35145 1.14966
H -0.92551 4.50210 -0.56190
H -1.24824 2.93395 0.18633
H 0.41347 3.41201 -2.32660
H -1.27553 2.99327 -2.38312
H -2.54297 1.72119 -1.86346
H -4.22100 0.47052 -2.70692
H -4.18507 -1.68632 -3.64333
H -2.28732 -3.07113 -3.84082
H -0.18974 -2.77426 -3.05247
H 2.62886 -2.05260 -1.20424
H 1.60921 -2.79401 -2.40049
H 1.63625 -4.13597 -0.35776
H 0.02302 -3.53723 -0.69158
Cl -3.85155 4.81519 3.61295
C -3.80109 3.10870 3.93877
C -4.15024 2.21091 2.94457
C -4.08529 0.85683 3.21807
C -3.66634 0.38184 4.45959
C -3.51404 -1.10910 4.66943
C -2.14498 -1.58689 4.19014
N -1.90582 -1.25218 2.80433
C -2.45512 -1.85673 1.69739
C -2.08785 -1.08792 0.63579
N -1.32560 -0.01596 1.05863
C -1.25284 -0.15003 2.36179
O -4.47089 -1.84798 3.92985
C -5.80274 -1.73959 4.42790
C -6.74824 -1.99234 3.30103
C -7.67126 -1.10924 2.83008
Cl -7.99232 0.47150 3.42548
S -8.56241 -1.71336 1.49810
C -7.68822 -3.18548 1.54029
C -6.76939 -3.19992 2.53838
C -3.32612 1.31735 5.42585
Cl -2.76411 0.79947 6.99470
C -3.39758 2.68040 5.18978
H -4.45964 2.56507 1.97162
H -4.35032 0.13802 2.45144
H -3.59363 -1.35446 5.73443
H -2.08716 -2.66843 4.31654
H -1.35791 -1.12866 4.79154
H -3.05389 -2.74647 1.77496
H -2.32646 -1.25063 -0.40083
H -0.75796 0.51452 3.05308
H -5.98338 -0.74944 4.85212
H -5.94293 -2.47990 5.22458
H -7.90039 -3.96171 0.82372
H -6.11139 -4.03400 2.73547
H -3.12916 3.38709 5.96121
C 5.24446 -0.80068 -1.66576
C 4.49109 0.37789 -2.17483
N 3.41804 0.92217 -1.64593
C 3.13896 2.04107 -2.41572
C 4.04470 2.15979 -3.41163
N 4.91317 1.09691 -3.25230
C 6.01423 0.78724 -4.12654
N 5.62997 -0.03835 -5.24428
N 5.52813 -1.37608 -5.08278
N 5.14255 -1.91322 -6.17439
C 4.97242 -0.91333 -7.11093
C 4.55488 -0.98291 -8.44482
C 4.46797 0.20091 -9.13435
C 4.78608 1.43428 -8.52063
C 5.19575 1.51769 -7.21188
C 5.28480 0.30478 -6.51813
H 4.59456 -1.40173 -1.04138
H 6.09415 -0.48380 -1.05655
H 5.60469 -1.42714 -2.48051
H 2.29468 2.67082 -2.20620
H 4.15119 2.87184 -4.21125
H 6.80282 0.27866 -3.57836
H 6.41264 1.71993 -4.52201
H 4.31012 -1.93248 -8.89973
H 4.14586 0.20092 -10.16663
H 4.69998 2.34146 -9.10425
H 5.43096 2.46994 -6.75553
*
```

=====

# 5
ORCA calculation (the ωB97M-V functional and the def2-TZVPD basis) on C5H9N in the gas phase.

SMILES = C=CCNC=C
Orbital gap = 9.21 eV
Relative energy (zero: lowest compared OMol25 entry of this formula, charge and spin) = 44.19 kcal per mole

```
! RIJCOSX wB97M-V def2-TZVPD def2/J DEFGRID3
* xyz 0 1
C 0.23076 2.13920 1.85213
C 0.53796 0.87975 1.60091
C 0.78776 0.26158 0.24954
N -0.34359 -0.57100 -0.15563
C -0.19014 -1.45003 -1.21558
C -1.10619 -1.67406 -2.16195
H 0.35050 2.50771 2.85858
H -0.13250 2.81467 1.08346
H 0.92545 0.25602 2.40317
H 1.62393 -0.43218 0.29131
H 1.00258 1.02550 -0.50832
H -1.30088 -0.23290 -0.17701
H 0.79148 -1.91323 -1.21885
H -1.94511 -0.98652 -2.24740
H -1.23201 -2.62453 -2.65435
*
```

=====

# 6
ORCA calculation (the ωB97M-V functional and the def2-TZVPD basis) on 2 unconnected molecules or ions with the total composition C2H3N3O2.

Orbital gap = 8.33 eV
Relative energy (zero: lowest compared OMol25 entry of this formula, charge and spin) = 147.13 kcal per mole

```
! RIJCOSX wB97M-V def2-TZVPD def2/J DEFGRID3
* xyz 0 1
C 0.77168 -0.39746 0.15384
C -0.31242 0.43053 0.02453
H 2.57207 -0.87262 -0.14008
H -2.48920 0.08901 0.16348
H 0.27723 2.40151 0.69343
N 0.20486 -1.63811 -0.28215
N -1.20118 -1.58465 -0.13327
N -1.47564 -0.20849 0.01340
O 2.15814 -0.06256 -0.12064
O -0.50553 1.84285 -0.37252
*
```

=====

# 7
ORCA calculation (the ωB97M-V functional and the def2-TZVPD basis) on 2 unconnected molecules or ions with the total composition C5H13NO.

SMILES = C/C=C/O.CNC
Orbital gap = 9.54 eV
Relative energy (zero: lowest compared OMol25 entry of this formula, charge and spin) = 42.91 kcal per mole

```
! RIJCOSX wB97M-V def2-TZVPD def2/J DEFGRID3
* xyz 0 1
C -0.06242 -2.24331 -1.54814
C -0.47226 -0.81057 -1.64400
C -1.57386 -0.32595 -1.05939
O -1.95207 0.98483 -1.09713
H 0.99300 -2.30867 -1.26503
H -0.64404 -2.78924 -0.79836
H -0.19090 -2.73582 -2.51625
H 0.18629 -0.15667 -2.20671
H -2.27231 -0.91844 -0.48087
H -1.31027 1.48206 -1.63348
C 0.96537 -0.13562 1.83506
N 0.08817 1.02368 1.75524
C 0.73821 2.14624 1.09345
H 1.28746 -0.46513 0.84174
H 0.43023 -0.96824 2.30223
H 1.85011 0.07602 2.44320
H -0.75234 0.76885 1.23232
H 0.04407 2.60878 0.38385
H 1.01298 2.90644 1.83011
H 1.63456 1.86075 0.53216
*
```